Computed, not measured: an isolated molecule of C6H11N at a distorted geometry, with ωB97M-V/def2-TZVPD.

Last column: Löwdin charge in e.
Cartesian coordinates (Å):
C (-1.60438, 2.30068, -1.47718)  0.01
C (-1.34609, 1.12915, -0.85016)  -0.28
N (-0.66301, 1.05040, 0.37313)  -0.06
C (-0.98456, -0.23105, 0.99928)  -0.27
C (-0.03552, -1.22135, 0.39023)  -0.17
C (1.13831, -1.45406, 0.88399)  -0.21
C (2.36121, -1.28668, 0.06877)  -0.12
H (-1.54380, 3.25445, -0.88126)  0.07
H (-1.98744, 2.19250, -2.45230)  0.02
H (-1.61078, 0.28516, -1.41031)  0.07
H (0.41716, 1.22680, 0.18455)  0.18
H (-2.07600, -0.61192, 1.06548)  0.15
H (-0.79502, 0.05065, 2.04659)  0.10
H (-0.54247, -1.54531, -0.59347)  0.13
H (1.09158, -1.37017, 2.01200)  0.13
H (2.76617, -0.23723, 0.23631)  0.10
H (2.31021, -1.52364, -1.03621)  0.10
H (3.10442, -2.00837, 0.44056)  0.06

Computed properties:
Energy above the lowest of the compared OMol25 structures with the same formula, charge and spin: 89.7 kcal per mole
2S+1: 1
Structure (SMILES): C=CNC/C=C/C
Energy: -289.8287 Eh
HOMO level: -8.44 eV
Largest force on an atom: 0.094 hartree/bohr



Computed, not measured: a structure of composition C22H26BrIrN2O2S3 at a distorted geometry, with ωB97M-V/def2-TZVPD.

Last column: Löwdin charge in e.
Cartesian coordinates (Å):
Ir (0.11102, -0.31653, 0.46678)  0.85
O (-4.47668, -0.44378, 0.98306)  0.09
C (-4.56642, 0.78163, 1.42103)  -0.26
C (-5.73288, 1.20302, 2.13548)  0.01
C (-5.86100, 2.49850, 2.51437)  -0.04
C (-4.82199, 3.40695, 2.19661)  -0.03
C (-3.66183, 2.98708, 1.51247)  -0.05
C (-3.47765, 1.68965, 1.12522)  -0.09
C (-2.28943, 1.26362, 0.25479)  -0.34
O (-1.84552, -0.03491, 0.51173)  -0.31
N (-1.18589, 2.19902, 0.40308)  0.12
N (0.06155, 1.66065, 0.17713)  -0.17
C (1.04755, 2.43513, -0.14176)  -0.13
C (2.35291, 1.95541, -0.42580)  -0.48
Br (2.42006, 0.03680, -0.55288)  1.01
C (3.51890, 2.59492, -0.70743)  -0.01
C (3.92201, 3.97287, -0.62832)  -0.17
C (5.23322, 4.23969, -1.05850)  0.03
C (5.75390, 5.51879, -0.99458)  0.01
C (4.96994, 6.54977, -0.50187)  0.04
C (3.66403, 6.30591, -0.07108)  0.00
C (3.14409, 5.03361, -0.12740)  0.01
H (-5.29903, -0.94562, 1.12652)  0.15
H (-6.50597, 0.47295, 2.35004)  0.13
H (-6.74216, 2.84183, 3.03948)  0.13
H (-4.91793, 4.44598, 2.48548)  0.11
H (-2.91446, 3.73977, 1.30776)  0.10
H (-2.68894, 1.31106, -0.77464)  0.19
H (-1.29256, 3.16289, 0.13172)  0.16
H (0.85956, 3.49634, -0.25848)  0.14
H (4.31962, 1.94312, -1.04700)  0.12
H (5.84012, 3.43366, -1.45318)  0.14
H (6.76472, 5.71021, -1.32618)  0.14
H (5.37329, 7.55216, -0.44283)  0.14
H (3.06532, 7.11945, 0.31428)  0.13
H (2.14084, 4.87582, 0.24040)  0.10
C (2.57709, -1.73346, 3.51883)  -0.48
C (1.38606, -0.82394, 3.83010)  -0.40
S (-0.00958, -0.36660, 2.70878)  0.94
C (-1.21100, -1.72016, 2.83621)  -0.42
C (-0.75656, -2.99267, 2.16490)  -0.42
S (0.06886, -2.65887, 0.56572)  0.91
C (1.86564, -2.96991, 0.81901)  -0.52
C (2.33890, -4.01997, 1.80198)  -0.46
S (2.20500, -3.51566, 3.55339)  0.94
H (3.28366, -1.56830, 4.33335)  0.10
H (3.09636, -1.44041, 2.61091)  0.07
H (1.75057, 0.16834, 4.10385)  0.09
H (0.81931, -1.21628, 4.67835)  0.10
H (-2.06053, -1.29103, 2.31261)  0.06
H (-1.48506, -1.88545, 3.87981)  0.12
H (-1.61924, -3.62653, 1.95813)  0.11
H (-0.05310, -3.56113, 2.76536)  0.02
H (2.31332, -2.02420, 1.07718)  -0.05
H (2.18660, -3.22976, -0.19380)  0.09
H (3.38537, -4.22101, 1.57222)  0.10
H (1.80517, -4.96695, 1.71536)  0.10

Computed properties:
Charge: +3
2S+1: 2
Energy: -4985.7010 Eh
HOMO level (spin up / spin down): -15.23 / -15.01 eV
Largest force on an atom: 0.057 hartree/bohr
⟨S²⟩: 0.864



Computed, not measured: an isolated molecule of C24H29N3O4, with ωB97M-V/def2-TZVPD.

Last column: Löwdin charge in e.
Cartesian coordinates (Å):
C (6.07152, 1.45744, -0.23926)  -0.07
C (4.90547, 2.34820, 0.16269)  -0.29
O (3.76516, 2.00354, -0.59612)  -0.18
C (2.62422, 2.77558, -0.26321)  -0.22
C (1.63268, 2.78938, -1.42240)  -0.14
C (0.97311, 1.43555, -1.69718)  -0.16
N (0.18069, 0.96027, -0.58519)  0.11
C (-1.04221, 1.45669, -0.31847)  -0.44
O (-1.60540, 2.27237, -1.01551)  0.08
C (-1.73389, 0.86182, 0.93132)  -0.16
N (-0.92620, -0.11484, 1.62756)  0.11
C (0.00402, 0.19384, 2.56027)  -0.49
O (0.16173, 1.30780, 3.00944)  0.08
C (0.90483, -0.99607, 2.89743)  -0.04
C (1.71844, -1.21639, 1.66139)  -0.19
C (2.82511, -0.50602, 1.28948)  -0.04
N (3.20427, -0.84238, 0.02045)  0.11
C (2.32074, -1.75577, -0.47486)  -0.22
C (2.25507, -2.36366, -1.72266)  -0.02
C (1.22999, -3.25620, -1.94696)  -0.09
C (0.29507, -3.55450, -0.95129)  -0.10
C (0.35468, -2.96043, 0.28865)  -0.04
C (1.37016, -2.03529, 0.53997)  -0.15
C (-3.02571, 0.22993, 0.48103)  -0.18
C (-4.25503, 0.71173, 0.89536)  -0.01
C (-5.43490, 0.12474, 0.46856)  -0.01
C (-5.39599, -0.96829, -0.38894)  -0.28
O (-6.48647, -1.62671, -0.86811)  -0.08
C (-7.76461, -1.15971, -0.51040)  -0.09
C (-4.15724, -1.45445, -0.81249)  0.01
C (-2.99084, -0.85906, -0.38710)  -0.02
H (5.90704, 0.42972, 0.07591)  0.06
H (6.19390, 1.47994, -1.31905)  0.08
H (6.98375, 1.81828, 0.22734)  0.08
H (4.69267, 2.24132, 1.23768)  0.12
H (5.16173, 3.40320, -0.02157)  0.12
H (2.15385, 2.37817, 0.64855)  0.12
H (2.93411, 3.80962, -0.05653)  0.12
H (2.15339, 3.11075, -2.32520)  0.12
H (0.84865, 3.51202, -1.19418)  0.12
H (0.30028, 1.54756, -2.55170)  0.13
H (1.72735, 0.68164, -1.92450)  0.11
H (0.64232, 0.39245, 0.10742)  0.10
H (-1.92475, 1.69474, 1.61691)  0.16
H (-0.96821, -1.05765, 1.27109)  0.11
H (0.31026, -1.87535, 3.14401)  0.12
H (1.53667, -0.73015, 3.74390)  0.13
H (3.37968, 0.21221, 1.86086)  0.13
H (3.89021, -0.33364, -0.51390)  0.13
H (2.98306, -2.13909, -2.48797)  0.11
H (1.14572, -3.74122, -2.90767)  0.10
H (-0.48734, -4.26771, -1.16426)  0.10
H (-0.36442, -3.21991, 1.05420)  0.11
H (-4.29971, 1.56248, 1.55853)  0.12
H (-6.37347, 0.53122, 0.81037)  0.10
H (-8.47041, -1.81455, -1.01906)  0.09
H (-7.92841, -1.22266, 0.57037)  0.09
H (-7.92319, -0.12907, -0.84326)  0.10
H (-4.14036, -2.29682, -1.48565)  0.12
H (-2.04283, -1.23658, -0.74607)  0.11

Computed properties:
Energy above the lowest of the compared OMol25 structures with the same formula, charge and spin: 24.9 kcal per mole
2S+1: 1
Structure (SMILES): CCOCCCNC(=O)[C@H](NC(=O)Cc1c[nH]c2ccccc12)c1ccc(OC)cc1
Energy: -1397.2197 Eh
HOMO level: -8.24 eV
Largest force on an atom: 0.011 hartree/bohr



Computed, not measured: a structure of composition C10H11NSTi at a distorted geometry, with ωB97M-V/def2-TZVPD.

Last column: Löwdin charge in e.
Cartesian coordinates (Å):
Ti (-0.49203, -0.42484, -1.02908)  1.34
C (-0.48002, -0.10405, -4.45579)  -0.02
H (0.61054, 0.03635, -4.46028)  0.04
H (-0.69414, -1.13674, -4.76746)  0.04
H (-0.92182, 0.58357, -5.19379)  0.06
H (-0.92023, 0.11492, -3.44527)  -0.06
H (-1.16114, 0.92336, -1.60525)  0.06
S (2.55213, 1.10043, 1.51907)  1.18
C (3.05282, 1.68976, -0.02868)  -0.30
C (2.13181, 1.42318, -1.02458)  -0.12
C (0.96128, 0.77599, -0.49995)  -0.28
C (1.04828, 0.50686, 0.87798)  -0.48
C (0.03738, -0.12402, 1.67245)  -0.26
C (0.04099, -0.32203, 3.05686)  0.04
C (-1.01401, -0.96969, 3.67259)  0.04
C (-2.07997, -1.41966, 2.88996)  0.02
C (-2.05555, -1.24628, 1.51353)  -0.04
N (-1.00671, -0.61447, 0.91782)  -0.06
H (4.01451, 2.19191, -0.12712)  0.11
H (2.25366, 1.69176, -2.07009)  0.13
H (0.89187, 0.01361, 3.64464)  0.13
H (-1.01747, -1.14106, 4.74763)  0.15
H (-2.91924, -1.93296, 3.34830)  0.14
H (-2.83296, -1.61593, 0.84652)  0.14

Computed properties:
Charge: +2
2S+1: 1
Energy: -1689.3238 Eh
HOMO level: -16.38 eV
Largest force on an atom: 0.038 hartree/bohr



Computed, not measured: an isolated molecule of C6H12O at a distorted geometry, with ωB97M-V/def2-TZVPD.

Last column: Löwdin charge in e.
Cartesian coordinates (Å):
C (-0.65794, 0.78019, 2.21757)  -0.09
C (-1.01200, 0.44852, 0.72896)  -0.24
C (0.07488, -0.27889, -0.03613)  -0.39
C (1.38275, 0.54034, -0.04806)  -0.05
C (-0.42875, -0.49010, -1.48145)  -0.15
C (0.52574, -1.49784, -2.09996)  -0.27
O (1.57949, -1.21849, -2.60264)  0.06
H (0.31819, 0.38260, 2.47156)  0.06
H (-0.73780, 1.84535, 2.42098)  0.07
H (-1.41883, 0.28821, 2.82232)  0.06
H (-1.95310, -0.10477, 0.77179)  0.10
H (-1.30246, 1.35335, 0.18983)  0.11
H (0.24416, -1.26309, 0.41101)  0.14
H (2.27043, -0.08117, -0.15150)  0.08
H (1.45011, 1.11587, -0.97773)  0.08
H (1.36008, 1.23346, 0.76219)  0.06
H (-1.41628, -0.95213, -1.46650)  0.11
H (-0.48382, 0.44067, -2.03914)  0.12
H (0.20514, -2.54207, -1.89309)  0.12

Computed properties:
Energy above the lowest of the compared OMol25 structures with the same formula, charge and spin: 19.9 kcal per mole
2S+1: 1
Structure (SMILES): CC[C@H](C)CC=O
Energy: -311.0275 Eh
HOMO level: -9.66 eV
Largest force on an atom: 0.031 hartree/bohr